a.
17
Properties=species:S:1:pos:R:3:lowdin_charge:R:1 method="wB97M-V/def2-TZVPD" charge=0 e_lumo_ev=0.6 homo_lumo_gap_ev=9.1 e_homo_ev=-8.41
O 1.029 1.724 0.169 -0.01
C 0.478 0.500 0.269 -0.61
C -0.562 0.131 1.567 -0.07
N -1.658 0.217 0.570 -0.06
C -0.867 0.359 -0.626 -0.24
C -0.524 -0.942 -1.361 -0.11
O 0.630 -1.569 -0.616 -0.12
C 1.350 -0.503 0.065 -0.22
H 1.549 1.547 -0.833 0.23
H -0.396 -1.075 1.944 0.16
H -0.367 1.060 2.464 0.17
H -2.613 0.499 0.572 0.10
H -1.266 1.309 -0.969 0.15
H -0.288 -0.903 -2.523 0.14
H -1.550 -1.477 -1.335 0.13
H 1.600 -0.776 1.234 0.18
H 2.410 -0.220 -0.451 0.17

b.
17
Properties=species:S:1:pos:R:3:lowdin_charge:R:1 method="wB97M-V/def2-TZVPD" charge=0 e_lumo_ev=0.8 homo_lumo_gap_ev=10.4 e_homo_ev=-9.64
C 1.107 -2.026 0.286 0.08
C 0.504 -0.867 0.503 -0.28
O -0.793 -0.935 1.339 -0.05
C 0.438 0.377 -0.279 -0.23
C 1.083 1.559 0.428 -0.05
C -1.189 0.563 -0.393 -0.49
N -1.715 -0.072 -1.501 0.16
O -1.769 1.493 0.139 0.05
H 1.878 -2.116 -0.471 0.07
H 0.868 -2.899 0.883 0.07
H -0.980 -0.108 1.818 0.09
H 0.833 0.249 -1.291 0.14
H 1.624 2.193 -0.283 0.08
H 1.804 1.267 1.196 0.08
H 0.413 2.231 0.971 0.08
H -1.404 -1.013 -1.701 0.10
H -2.701 0.104 -1.645 0.11

Calculated relative energies: a 5.021; b 0.000, given in eV

a.
17
Properties=species:S:1:pos:R:3:lowdin_charge:R:1 method="wB97M-V/def2-TZVPD" charge=0 e_lumo_ev=-4.2 homo_lumo_gap_ev=3.9 e_homo_ev=-8.02
C 2.973 0.112 0.289 -0.47
N 2.494 -1.140 0.095 0.05
C -0.649 -0.605 -1.113 -0.09
C -0.361 0.056 0.247 -0.24
C -1.504 0.499 1.044 0.11
C -2.736 0.805 0.416 -0.22
O -2.908 0.888 -0.813 0.07
O 2.269 1.048 0.765 -0.09
H 3.991 0.374 -0.086 0.10
H 3.073 -1.622 -0.557 0.00
H 0.285 -1.102 -1.492 0.08
H -0.930 0.269 -1.731 0.08
H -1.418 -1.408 -1.020 0.10
H 0.120 -0.742 0.788 0.10
H 0.288 0.945 0.027 0.16
H -1.343 0.664 2.090 0.13
H -3.644 0.958 1.050 0.13

b.
17
Properties=species:S:1:pos:R:3:lowdin_charge:R:1 method="wB97M-V/def2-TZVPD" charge=0 e_lumo_ev=0.7 homo_lumo_gap_ev=10.2 e_homo_ev=-9.47
O 0.883 1.864 -0.473 -0.07
C 0.497 1.005 0.575 -0.27
C -1.048 0.728 0.537 -0.25
N -1.507 0.616 -0.742 0.08
C -1.345 -0.566 -0.007 -0.33
C -0.083 -1.228 -0.373 -0.09
C 1.006 -0.425 0.386 -0.36
O 2.147 -0.205 -0.400 -0.11
H 0.696 1.502 -1.474 0.19
H 0.793 1.583 1.500 0.17
H -1.639 0.923 1.405 0.14
H -2.523 0.620 -0.923 0.14
H -2.198 -1.116 0.312 0.14
H 0.033 -2.287 -0.009 0.13
H 0.044 -1.033 -1.494 0.15
H 1.366 -0.974 1.277 0.15
H 2.877 -1.008 -0.101 0.21

Calculated relative energies: a 2.736; b 0.000, given in eV

a.
17
Properties=species:S:1:pos:R:3:lowdin_charge:R:1 method="wB97M-V/def2-TZVPD" charge=0 e_lumo_ev=0.9 homo_lumo_gap_ev=9.3 e_homo_ev=-8.43
C 0.360 0.896 0.219 -0.33
C 0.494 0.970 -1.289 -0.07
C -2.033 0.239 0.292 -0.23
N 0.573 -1.859 0.004 0.07
C -1.523 -0.879 0.770 -0.06
C -0.046 -0.882 0.755 -0.32
O 1.638 0.933 0.858 -0.09
O -2.670 1.113 -0.165 0.16
H 2.080 1.757 0.620 0.08
H -0.222 1.737 0.615 0.12
H 0.165 -2.068 -0.895 0.10
H 1.225 -2.471 0.473 0.09
H -2.113 -1.734 1.067 0.11
H 0.448 -0.730 1.710 0.13
H 0.994 1.895 -1.592 0.08
H -0.475 0.935 -1.783 0.07
H 1.105 0.145 -1.660 0.07

b.
17
Properties=species:S:1:pos:R:3:lowdin_charge:R:1 method="wB97M-V/def2-TZVPD" charge=0 e_lumo_ev=0.9 homo_lumo_gap_ev=10.1 e_homo_ev=-9.21
O 1.451 0.630 0.521 -0.03
C 0.130 0.735 -0.236 -0.35
C 0.421 -0.231 -1.487 -0.13
N 0.299 -1.625 -0.908 -0.04
C -0.031 -1.514 0.663 -0.07
C -0.724 -0.145 0.514 -0.31
O -0.597 0.849 1.622 -0.10
C -0.673 1.934 0.388 0.08
H 1.109 1.035 1.298 0.04
H -0.542 -0.304 -2.246 0.14
H 1.130 -0.100 -2.317 0.10
H 1.290 -1.997 -0.900 0.11
H 0.756 -1.569 1.397 0.10
H -0.634 -2.361 0.948 0.10
H -1.676 -0.326 0.292 0.12
H -1.690 2.157 -0.025 0.13
H -0.017 2.834 0.475 0.12

c.
17
Properties=species:S:1:pos:R:3:lowdin_charge:R:1 method="wB97M-V/def2-TZVPD" charge=0 e_lumo_ev=0.5 homo_lumo_gap_ev=9.7 e_homo_ev=-9.20
C -1.472 -1.624 -0.430 -0.08
C -0.257 -1.079 0.410 -0.14
N 0.725 -0.006 -0.112 -0.16
C 1.136 -0.124 -1.456 -0.24
O 0.310 0.163 -2.320 0.07
C 0.321 1.330 0.213 -0.16
C 0.853 1.966 1.551 -0.17
O 0.186 2.706 2.277 0.03
H -1.534 -1.417 -1.465 0.04
H -1.483 -2.720 -0.394 0.07
H -2.458 -1.310 -0.103 0.06
H -0.597 -0.534 1.296 0.10
H 0.462 -2.013 0.531 0.14
H 2.157 -0.374 -1.607 0.12
H -0.772 1.318 0.265 0.13
H 0.604 2.013 -0.519 0.10
H 1.820 1.705 1.864 0.09

Calculated relative energies: a 0.109; b 3.045; c 0.000, given in eV

a.
17
Properties=species:S:1:pos:R:3:lowdin_charge:R:1 method="wB97M-V/def2-TZVPD" charge=0 e_lumo_ev=0.4 homo_lumo_gap_ev=8.1 e_homo_ev=-7.65
C -0.959 -0.076 -2.111 -0.01
C -1.033 -0.087 -0.619 -0.33
O -2.315 -0.202 -0.182 0.06
C 0.071 0.002 0.169 -0.21
C 1.419 0.079 -0.495 -0.05
C -0.028 0.057 1.598 -0.04
N 0.942 0.091 2.476 -0.16
O 2.196 0.043 2.319 -0.12
H -0.458 0.822 -2.465 0.09
H -0.399 -0.936 -2.476 0.09
H -1.967 -0.110 -2.513 0.08
H -2.362 -0.261 0.778 0.09
H 1.499 0.988 -1.091 0.08
H 2.204 0.086 0.256 0.06
H 1.571 -0.772 -1.157 0.08
H -1.011 0.114 2.052 0.12
H 0.631 0.163 3.460 0.17

b.
17
Properties=species:S:1:pos:R:3:lowdin_charge:R:1 method="wB97M-V/def2-TZVPD" charge=0 e_lumo_ev=-0.7 homo_lumo_gap_ev=8.9 e_homo_ev=-9.60
C 0.370 1.936 -0.031 -0.05
C 0.361 0.428 0.200 -0.62
C 1.370 -0.344 -0.567 -0.13
C 1.923 -1.501 -0.059 0.04
C -0.989 0.022 -0.413 -0.18
H 0.736 1.807 -1.240 0.13
H 1.183 2.509 0.571 0.10
H -0.852 2.556 -0.143 0.18
H -0.451 -0.304 2.159 0.13
H 0.890 -0.505 -1.546 0.10
H 2.123 -1.840 0.912 0.02
H 2.255 -2.479 -0.834 0.13
H -1.334 0.489 -1.342 0.14
H -3.147 -1.815 0.529 0.34
N -1.748 -0.498 0.374 -0.13
O 0.295 0.052 1.591 -0.08
O -2.984 -0.514 -0.161 -0.14

c.
17
Properties=species:S:1:pos:R:3:lowdin_charge:R:1 method="wB97M-V/def2-TZVPD" charge=0 e_lumo_ev=-1.9 homo_lumo_gap_ev=6.8 e_homo_ev=-8.69
C -0.758 -0.526 -0.903 -0.37
C 0.511 -1.468 -0.394 -0.10
C 0.411 0.140 1.085 -0.22
C 0.196 1.635 1.437 -0.22
C -0.182 0.734 -0.246 -0.27
H -2.365 -0.562 -2.688 0.34
H -1.692 -1.077 -0.556 0.14
H 1.085 -1.680 -1.194 0.07
H -0.063 -2.330 0.019 0.12
H 2.238 -0.657 0.472 0.07
H -0.594 -0.310 1.204 0.15
H 1.011 2.602 1.523 0.17
H -0.380 1.892 2.368 0.11
H 0.622 1.056 -1.007 0.18
N 1.349 -0.912 0.739 0.02
O -0.657 -0.405 -2.320 -0.15
O -0.734 1.867 0.460 -0.06

Calculated relative energies: a 0.000; b 6.735; c 6.640, given in eV

a.
7
Properties=species:S:1:pos:R:3:lowdin_charge:R:1 method="wB97M-V/def2-TZVPD" charge=0 e_lumo_ev=-0.7 homo_lumo_gap_ev=9.4 e_homo_ev=-10.06
C 0.683 0.341 0.010 -0.33
O -0.711 -1.712 0.330 -0.60
S -0.809 -0.669 -0.660 0.54
Br -2.327 0.885 0.222 0.19
H 0.634 1.309 -0.389 -0.03
H 1.593 -0.475 -0.646 0.15
H 0.936 0.320 1.131 0.08

b.
7
Properties=species:S:1:pos:R:3:lowdin_charge:R:1 method="wB97M-V/def2-TZVPD" charge=0 e_lumo_ev="-3.7 / -1.6" homo_lumo_gap_ev="5.7 / 7.5" e_homo_ev="-9.40 / -9.07"
C 0.129 -0.274 -0.026 -0.19
O -0.350 -1.539 0.497 -0.74
S 0.252 -2.895 -0.121 0.68
Br 3.461 0.066 0.042 0.15
H -0.306 0.493 0.633 0.09
H -0.333 -0.175 -1.107 0.12
H 1.292 -0.316 -0.050 -0.11

Calculated relative energies: a 0.000; b 1.362, given in eV

a.
12
Properties=species:S:1:pos:R:3:lowdin_charge:R:1 method="wB97M-V/def2-TZVPD" charge=+1 e_lumo_ev=-5.0 homo_lumo_gap_ev=8.0 e_homo_ev=-13.07
C 1.591 -1.594 0.014 0.34
C -2.709 -0.134 -0.345 -0.16
C 2.227 0.789 0.135 -0.03
N 1.856 -0.498 -0.084 0.10
N -1.854 -0.409 0.509 -0.01
H 1.085 -2.496 -0.189 0.14
H -3.843 -0.465 -0.320 0.11
H -2.310 0.144 -1.366 0.07
H 2.026 1.254 1.122 0.15
H 3.261 0.977 0.359 0.12
H 2.050 1.305 -0.827 0.14
H -2.088 -0.702 1.417 0.02

b.
12
Properties=species:S:1:pos:R:3:lowdin_charge:R:1 method="wB97M-V/def2-TZVPD" charge=+1 e_lumo_ev=-5.3 homo_lumo_gap_ev=10.0 e_homo_ev=-15.33
C 0.143 1.022 -0.662 0.00
N 0.079 -0.082 0.261 -0.34
N 0.178 -1.236 -0.584 0.11
C 0.483 -0.097 1.689 0.22
C -0.937 -0.251 1.398 0.23
H 1.146 1.315 -0.974 0.12
H -0.337 0.599 -1.520 0.09
H -0.418 1.882 -0.282 0.12
H -0.519 -1.936 -0.305 0.12
H 1.063 -1.684 -0.488 0.11
H 1.355 0.102 2.159 0.09
H -2.010 -0.448 1.261 0.15

Calculated relative energies: a 0.000; b 1.662, given in eV